(1)
The following is a quantum chemistry calculation of a molecular structure, C28H38N4P2Re at a distorted geometry, from the Open Molecules 2025 dataset.

Output
charge: +2
ΔE to the lowest compared entry with this formula, charge and spin: 0.0 kcal per mole
LUMO level (spin up / spin down): -6.81 / -9.58 eV
2S+1: 4
maximum force: 3.14 eV/A
DFT total energy: -2068.877884 hartree

XYZ file:
```
73
Properties=species:S:1:pos:R:3:forces:R:3:mulliken_charge:R:1
Re -2.47534 -1.10924 1.68771 -1.49 -0.43 -0.48 0.88
C 2.09098 1.08471 -5.04558 0.39 -0.40 -0.38 -0.44
C 2.56728 0.33164 -4.04885 0.10 -0.22 -1.01 -0.24
C 3.69347 0.65750 -3.12742 0.41 0.15 0.58 -0.50
C 3.97216 2.15424 -2.90435 0.76 -0.09 0.07 -0.91
C 2.76109 2.90431 -2.42284 -0.14 0.77 -0.11 -0.30
C 1.81871 3.48331 -3.17918 0.72 0.57 0.08 -0.52
C 1.77565 3.56833 -4.68730 -0.55 0.10 -0.15 -0.51
C 2.52035 2.47777 -5.45256 0.22 0.03 -0.59 -0.90
C -3.70481 -0.52099 3.31799 -0.09 -0.31 0.96 -1.57
H 1.39598 0.62249 -5.75729 -0.03 0.10 0.49 0.36
H 2.24051 -0.71483 -4.00694 -0.09 0.34 0.05 0.67
H 4.63491 0.17849 -3.46296 -0.46 0.05 0.02 0.34
H 3.47109 0.20992 -2.14440 0.07 0.01 -0.08 0.06
H 4.76854 2.24041 -2.13719 -0.42 -0.09 -0.30 0.44
H 4.42708 2.59052 -3.81141 -0.37 -0.17 0.63 0.29
H 2.75076 3.10097 -1.34354 -0.28 -0.21 -0.29 0.43
H 1.08767 4.13250 -2.69140 0.03 -0.37 0.06 0.42
H 2.13801 4.55300 -5.04419 -0.11 -0.31 0.40 0.33
H 0.71433 3.54038 -4.99561 0.30 0.00 0.13 0.32
H 2.29901 2.60760 -6.53017 0.00 -0.10 0.52 0.39
H 3.60724 2.63777 -5.38489 -0.54 -0.25 -0.04 0.29
H -4.70780 -0.87968 3.05157 0.12 -0.11 0.05 0.42
H -3.77652 0.56055 3.45521 0.13 0.09 -0.13 0.51
H -3.46476 -0.95192 4.29649 -0.15 -0.08 -0.10 0.32
P -0.97222 0.41870 2.27580 -0.40 2.81 -1.34 0.36
P -0.70813 -2.09900 0.77834 0.89 0.59 -2.81 -0.18
N -1.57677 2.04042 1.83496 0.96 -1.28 0.61 0.45
N -0.36732 0.84217 3.92122 0.48 -0.55 0.19 0.48
N -0.91151 -1.88225 -1.00972 0.52 -0.29 2.29 0.39
N -0.25484 -3.83304 0.73736 0.10 -0.07 0.78 0.41
C 0.58639 0.25602 1.31911 0.30 0.17 0.45 -1.27
C 0.88537 -1.22988 1.07948 0.17 -0.61 0.13 -1.18
C -2.78023 2.22029 1.16500 -0.07 1.09 -0.34 -0.27
C -2.85821 3.55776 0.77540 0.39 -1.25 0.47 -0.65
C -1.65508 4.20044 1.20730 0.49 -1.23 0.59 -0.81
C -0.87751 3.23641 1.85088 -0.68 0.81 -0.53 -0.29
C -1.18918 1.09369 5.02109 0.61 -0.27 -1.63 -0.18
C -0.39344 1.14285 6.16424 2.49 -0.24 0.48 -0.61
C 0.95190 0.88094 5.76263 -1.94 0.56 1.69 -0.68
C 0.93680 0.67503 4.38662 -1.79 0.21 -1.07 0.01
C -2.15912 -1.74989 -1.59052 -0.21 0.35 -1.01 -0.33
C -1.97478 -1.40219 -2.92763 0.09 -0.17 1.13 -1.04
C -0.57198 -1.29104 -3.14989 0.29 -0.35 1.28 -0.36
C 0.06360 -1.58330 -1.94144 -0.53 0.29 -1.01 -0.46
C 0.58015 -4.50465 -0.15301 -0.96 1.17 0.72 -0.03
C 0.80049 -5.79289 0.33096 -0.92 -1.06 2.14 -0.59
C 0.07971 -5.91406 1.56262 1.60 -0.85 -2.00 -0.64
C -0.55458 -4.69389 1.79280 0.05 1.35 -1.20 -0.18
H 1.41885 0.76434 1.81657 0.06 -0.04 -0.47 0.71
H 0.37642 0.78607 0.37295 0.07 -0.21 0.31 0.38
H 1.60394 -1.37266 0.26149 -0.13 0.02 0.35 0.66
H 1.27024 -1.73542 1.98212 0.18 0.30 -0.19 0.41
H -3.45915 1.37800 1.02103 0.14 0.48 0.04 0.26
H -3.68625 4.00658 0.24990 0.06 -0.01 0.03 0.47
H -1.38464 5.23643 1.08059 -0.04 -0.04 -0.01 0.48
H 0.10094 3.28808 2.31541 -0.21 0.14 -0.11 0.45
H -2.26121 1.19889 4.89151 0.20 0.05 0.05 0.50
H -0.74314 1.35999 7.16508 0.07 -0.05 -0.13 0.47
H 1.83069 0.85965 6.38733 -0.06 -0.01 0.05 0.47
H 1.73595 0.42211 3.70247 -0.05 0.06 0.25 0.45
H -3.06277 -1.88816 -0.99693 0.19 -0.19 -0.30 0.44
H -2.76129 -1.24999 -3.64858 0.03 0.04 0.03 0.46
H -0.05875 -1.02168 -4.06002 -0.13 -0.05 0.03 0.41
H 1.10877 -1.59443 -1.67036 -0.08 0.06 -0.24 0.52
H 0.92555 -4.00850 -1.05403 -0.05 -0.13 0.09 0.53
H 1.40182 -6.54542 -0.15588 -0.07 -0.02 0.06 0.48
H 0.02829 -6.78800 2.19638 -0.01 0.08 -0.07 0.48
H -1.20458 -4.36077 2.59656 0.11 -0.08 -0.14 0.47
C -3.51747 -2.96230 1.68765 -0.48 -0.68 0.03 -1.83
H -3.56698 -3.50034 2.64598 -0.11 0.26 -0.12 0.34
H -3.23858 -3.69684 0.92341 -0.10 0.02 0.01 0.50
H -4.54173 -2.62400 1.46492 -0.04 -0.27 0.05 0.55
```
Forces are in eV/Å.

(2)
The following is a quantum chemistry calculation of a molecular structure, C28H38NO7PPb at a distorted geometry, from the Open Molecules 2025 dataset.

Output
charge: +2
LUMO level: -10.79 eV
maximum force: 4.20 eV/A
DFT total energy: -2204.657629 hartree

XYZ file:
```
76
Properties=species:S:1:pos:R:3:forces:R:3:mulliken_charge:R:1
C -2.13208 1.50039 4.48085 0.00 0.09 -0.36 -1.19
C -2.30276 -0.01628 4.23710 0.26 1.84 0.81 -0.36
O -2.12745 -0.23350 2.81062 0.17 -1.13 -0.58 -0.19
P -2.41367 -1.77120 2.35612 -1.60 -0.84 0.83 0.61
O -2.73228 -2.57013 3.54355 0.55 -0.27 0.31 -0.76
C -1.05216 -2.52385 1.40050 0.53 0.44 -0.35 -0.96
C 0.35073 -1.83672 1.51826 -1.04 -0.35 0.37 -1.47
C 0.55667 -0.58462 0.65266 1.40 0.47 -1.06 2.87
C 0.43821 0.82582 1.29842 -0.52 -0.10 1.12 -1.23
C 0.85062 0.92430 2.78312 0.50 0.54 -0.16 -0.31
C 2.36379 0.83395 3.05947 -0.45 -0.20 0.02 -0.71
O 2.58013 0.90032 4.46369 0.23 -0.07 -0.35 -0.59
C -0.19980 -0.58183 -0.74819 -0.11 1.18 1.03 -0.76
C -1.71272 -0.25377 -0.76985 -0.22 -1.47 -0.84 1.14
C -2.16689 0.46552 -2.02969 -0.08 0.37 0.73 -0.12
C -2.91371 1.63772 -1.91466 0.40 -0.69 0.07 -0.29
C -3.34501 2.26814 -3.05983 -0.75 1.18 0.52 -0.79
C -3.04911 1.81287 -4.33478 0.07 -0.56 -0.91 1.00
C -3.48302 2.51861 -5.59637 0.39 0.65 0.38 -1.33
C -2.30428 0.62810 -4.44694 -0.45 0.77 -0.08 -1.03
C -1.90131 -0.01373 -3.30857 0.80 -1.17 -0.18 -0.47
N 0.48522 0.46148 -1.53246 1.48 -0.82 -0.14 -0.32
C 1.85588 0.20382 -1.34456 -1.06 0.81 0.38 -0.32
O 2.74511 0.52087 -2.09959 0.04 -0.30 0.67 -0.60
C 2.01091 -0.53055 0.05099 0.29 0.50 -1.93 -0.98
O 2.61585 -1.80167 -0.34081 0.49 -0.16 0.72 -0.41
C 3.92350 -1.89512 0.02010 0.57 -0.38 1.05 0.23
O 4.32141 -2.40835 1.03336 -0.39 0.67 -1.13 -0.48
C 4.89040 -1.32835 -1.02395 -0.97 -0.40 0.24 0.53
C 5.85603 -0.37618 -0.71962 -0.28 -0.41 0.22 -0.19
C 6.63355 0.08320 -1.74999 1.24 1.27 -0.06 -0.62
C 6.44822 -0.38104 -3.03522 -0.75 -1.14 0.00 0.85
C 5.48240 -1.35595 -3.35344 0.96 0.54 -0.49 -0.69
C 4.71616 -1.80706 -2.31788 -0.59 -0.84 -0.19 -0.86
O -3.72248 -1.74985 1.39379 1.34 0.90 -0.06 -0.47
C -4.77901 -0.90187 1.87724 -0.95 0.73 -0.21 -0.42
C -4.76438 0.51973 1.29088 -0.25 -0.13 0.17 -0.60
H -2.77773 1.85526 5.29150 0.20 -0.21 -0.05 0.40
H -2.41182 2.07466 3.58567 -0.05 -0.22 0.17 0.27
H -1.09500 1.76710 4.71117 -0.24 -0.09 0.05 0.29
H -3.29274 -0.30336 4.59332 0.18 -0.36 -0.38 0.60
H -1.53682 -0.52683 4.82969 -0.28 -0.35 -0.37 0.27
H -0.92210 -3.52044 1.84119 -0.39 0.28 0.12 0.65
H -1.33612 -2.70474 0.35701 -0.01 0.17 0.22 0.62
H 0.48825 -1.64443 2.59124 0.19 0.23 -0.33 0.20
H 1.06736 -2.63422 1.28440 0.01 0.44 -0.23 0.67
H 1.03882 1.57997 0.76275 -0.05 -0.35 -0.03 0.89
H -0.59179 1.20395 1.24251 0.17 -0.29 -0.06 0.18
H 0.53693 1.92168 3.12357 0.07 -0.27 0.02 0.82
H 0.35101 0.21226 3.44600 -0.06 0.02 -0.34 -0.43
H 2.78765 -0.09797 2.64888 -0.05 0.15 0.16 0.22
H 2.89213 1.67783 2.58686 -0.11 -0.16 0.16 0.33
H 2.65488 -0.00171 4.79111 -0.01 0.12 0.14 0.36
H 0.11904 -1.54192 -1.18376 -0.83 0.16 -0.30 0.63
H -2.07945 0.25546 0.12462 0.33 0.05 -0.14 -1.10
H -2.24584 -1.21801 -0.80416 0.03 0.27 0.30 0.56
H -3.14956 1.99638 -0.91554 -0.09 0.18 -0.27 0.44
H -3.94769 3.16595 -2.91076 0.12 -0.12 -0.33 0.40
H -3.09689 2.02195 -6.49138 -0.27 -0.05 0.20 0.33
H -3.03366 3.52552 -5.58616 -0.22 -0.17 -0.08 0.32
H -4.56682 2.66665 -5.66214 0.18 -0.19 0.00 0.34
H -2.06999 0.26515 -5.44458 0.02 -0.15 0.27 0.30
H -1.32830 -0.93477 -3.43718 -0.10 0.16 0.22 0.39
H 0.26374 1.42901 -1.32206 -0.40 -0.07 -0.35 0.36
H 2.74227 0.11824 0.55026 -0.19 -0.54 0.49 0.47
H 5.98672 -0.01164 0.29577 0.01 -0.07 -0.18 0.57
H 7.39171 0.84657 -1.58484 -0.16 -0.14 0.15 0.45
H 7.04434 0.03027 -3.86559 -1.39 2.87 2.74 0.31
H 5.32537 -1.72642 -4.37647 -0.24 0.07 0.19 0.25
H 3.95341 -2.55242 -2.53067 0.03 0.20 0.18 0.42
H -4.80470 -0.82887 2.97101 0.34 -0.34 -0.16 0.19
H -5.72670 -1.36628 1.58105 0.34 -0.15 0.08 0.53
H -5.42371 1.13424 1.92153 0.14 -0.10 -0.19 0.46
H -5.18279 0.54438 0.27796 0.29 -0.04 0.11 0.32
H -3.77363 0.98544 1.31594 -0.17 -0.17 0.00 -0.17
Pb 7.72760 -0.84710 -5.15404 1.47 -2.32 -2.72 1.12
```
Forces are in eV/Å.

maximum force of number 2 (C28H38NO7PPb)?
4.20 eV/A

Among the records above, which one has the lowest maximum force?
C28H38N4P2Re

Which of these has the lowest DFT total energy?
C28H38NO7PPb